Computed, not measured: a molecular structure, C26H43F3IrO2P2, with ωB97M-V/def2-TZVPD.

net charge: +1
E_HOMO (spin up / spin down): -10.3 / -10.4 eV
HOMO-LUMO gap (spin up / spin down): 8.13 / 5.34 eV
LUMO (spin up / spin down): -2.2 / -5.1 eV
<S²>: 6.01
multiplicity: 5
energy relative to the best compared isomer or geometry (same formula, charge and spin): 0.000 eV
energy: -2253.14763 hartree

Last column: Löwdin charge in e.
Geometry (Å):
Ir: 0.93340 0.09162 -1.86749  1.21
C: 0.59605 2.11117 2.24990  -0.11
C: -0.41373 2.61722 1.38483  -0.13
C: -1.45182 1.46555 3.08213  -0.12
C: -0.05753 1.48856 3.35286  -0.14
C: -1.66325 2.09165 1.81779  -0.14
C: 2.04718 2.36083 2.19971  0.00
H: 2.34867 2.61760 1.18350  0.06
H: 2.61760 1.47106 2.50331  0.10
H: 2.35953 3.18559 2.86225  0.12
C: 0.55103 1.28708 4.67842  0.00
H: 1.63333 1.15691 4.59178  0.09
H: 0.14067 0.42857 5.22435  0.10
H: 0.37597 2.18311 5.30013  0.12
C: -2.48907 1.18152 4.09255  0.02
H: -2.40657 1.91836 4.91209  0.12
H: -2.38871 0.18425 4.54493  0.09
H: -3.49734 1.27460 3.67057  0.09
C: -2.97162 2.44330 1.22711  -0.02
H: -3.28856 3.43749 1.57905  0.12
H: -3.77621 1.75027 1.49282  0.07
H: -2.90097 2.49361 0.13648  0.08
C: -0.30402 3.70716 0.38386  -0.02
H: -0.70415 4.65473 0.78719  0.12
H: -0.87075 3.49621 -0.53411  0.10
H: 0.73223 3.92628 0.11771  0.08
C: 2.36409 -1.88684 -2.48838  -0.34
C: 2.66475 -0.41497 -2.64088  -0.43
C: 2.69354 0.28062 -3.98211  -0.19
C: 1.29419 0.55884 -4.60493  -0.17
C: 0.13599 0.44049 -3.63544  -0.36
C: -0.28656 -0.89565 -3.19058  -0.36
C: 0.20465 -2.17474 -3.85063  -0.18
C: 1.70007 -2.51604 -3.70721  -0.17
H: 3.32998 -0.29400 -4.66092  0.12
H: 1.13605 -0.09633 -5.47468  0.11
H: 3.17788 1.24794 -3.81738  0.10
H: 2.21094 -2.20765 -4.63287  0.11
H: 3.23521 -2.45254 -2.10154  0.12
H: 3.47732 -0.13605 -1.95453  0.10
H: 1.81454 -3.61200 -3.67410  0.12
H: -0.36948 -3.03643 -3.46256  0.10
H: -1.36439 -0.99107 -3.00390  0.06
H: -0.06317 -2.13274 -4.92479  0.13
H: 1.26582 1.58516 -4.99731  0.12
H: -0.67988 1.17655 -3.66268  0.10
P: 1.42652 -1.75724 -0.69551  0.93
P: -1.92166 -0.69734 -0.34522  0.88
C: 0.09712 -2.94790 -0.52459  -0.36
C: -1.37028 -2.47337 -0.65722  -0.37
H: 0.25499 -3.44809 0.45453  0.10
H: 0.30481 -3.69510 -1.29919  0.09
H: -1.77333 -2.78856 -1.62816  0.08
H: -1.90678 -2.98275 0.15363  0.07
C: -3.32786 -1.06262 0.74600  -0.27
H: -3.66126 -0.11718 1.18753  0.01
H: -2.96456 -1.72004 1.54304  0.04
H: -4.13055 -1.52649 0.15272  0.06
C: -2.95127 0.10524 -1.69265  -0.29
H: -3.49142 -0.66667 -2.25413  0.05
H: -2.30402 0.68978 -2.36051  0.00
H: -3.66020 0.80060 -1.21630  0.04
C: 2.73164 -1.41658 0.48740  -0.21
H: 2.58405 -0.37559 0.81021  0.03
H: 3.69736 -1.51157 -0.02594  0.06
H: 2.67175 -2.04315 1.38478  0.06
C: 2.01079 1.65433 -1.23320  -0.27
H: 1.31101 2.35641 -0.77642  -0.04
H: 2.51512 2.12735 -2.08714  0.03
H: 2.81080 1.38556 -0.51779  0.02
F: -1.43265 -1.97070 4.61534  0.10
C: -0.55037 -2.60110 3.76847  -0.48
F: 0.31117 -3.29866 4.54300  0.14
F: -1.28581 -3.50567 3.05291  0.11
C: 0.16255 -1.56765 2.85237  -0.58
O: 1.32002 -1.22106 3.15853  0.01
O: -0.57059 -1.19102 1.89724  -0.10